[1]
ORCA calculation (ωB97M-V/def2-TZVPD) on one molecule with the formula C4H6N2O.

The molar mass comes out at 98.1 g/mol. As for the charge: 0. For the largest force on an atom, the calculation gives 0.0058 Eh/bohr. The calculation puts the HOMO energy at -7.4 eV. The orbital gap comes out at 0.305 Ha. The total energy comes out at -9272.5451 eV. As for the energy relative to the best compared isomer or geometry (same formula, charge and spin): 22.06 kcal/mol.

Atoms and positions in Å:
N 0.2704 -0.8586 -1.7804
C -0.0555 -0.3754 -0.4787
C -1.1704 -0.5988 0.3896
C -0.9633 0.1420 1.5241
N 0.2303 0.8220 1.3775
C 0.7736 0.4966 0.1738
O 1.9365 1.0561 -0.2393
H 0.0895 -0.1522 -2.4850
H -0.2871 -1.6659 -2.0298
H -2.0200 -1.2444 0.2034
H -1.5583 0.2541 2.4184
H 0.6481 1.4556 2.0377
H 2.1062 0.6690 -1.1113

[2]
ORCA calculation (ωB97M-V/def2-TZVPD) on one molecule with the formula C6H20N2Si2 at a distorted geometry.

The molar mass comes out at 176.4 g/mol. As for the charge: 0. For the largest force on an atom, the calculation gives 0.0874 Eh/bohr. The calculation puts the HOMO energy at -8.0 eV. The orbital gap comes out at 0.321 Ha. The total energy comes out at -25281.6488 eV. As for the energy relative to the best compared isomer or geometry (same formula, charge and spin): 49.59 kcal/mol.

Atoms and positions in Å:
C 1.4928 0.6053 -2.9163
C 1.1856 0.1462 -1.4624
N -0.2387 0.0517 -1.1655
C -1.0807 -1.0508 -1.7488
C -0.5264 -2.3249 -1.0737
Si -0.6179 0.5380 0.7752
C -0.5414 2.4281 0.6464
C -2.2854 0.0451 1.4141
N 0.7006 0.0200 1.7935
Si 1.3348 0.0412 3.4119
H 1.7485 -0.3885 -3.4446
H 0.5336 0.9522 -3.3127
H 2.3318 1.2708 -3.0980
H 1.6526 -0.7470 -1.1428
H 1.6597 0.8453 -0.8132
H -0.9980 -1.0183 -2.8364
H -2.0141 -0.9460 -1.3121
H -0.5356 -2.2245 0.0329
H -1.0219 -3.2953 -1.3212
H 0.5565 -2.4641 -1.3259
H -0.0010 2.5974 -0.3124
H -1.5675 2.7365 0.6770
H 0.1436 2.9070 1.4026
H -2.1871 -0.7584 2.0177
H -2.7875 0.8462 1.8716
H -2.7824 -0.2631 0.5000
H 0.9543 -0.8247 1.4263
H 2.0719 1.2671 3.2803
H 2.3138 -1.0258 3.4015
H 0.5054 0.0333 4.6348

[3]
ORCA calculation (ωB97M-V/def2-TZVPD) on a 2-piece molecular cluster, C29H65N3OPS2 overall at a distorted geometry.

The molar mass comes out at 567.0 g/mol. As for the charge: +1. For the largest force on an atom, the calculation gives 0.0742 Eh/bohr. The calculation puts the HOMO energy at -8.9 eV. The orbital gap comes out at 0.199 Ha. The total energy comes out at -68585.9733 eV.

Atoms and positions in Å:
C -7.1384 3.5466 -1.8159
C -7.4763 2.1394 -0.9894
C -6.8507 2.3348 0.5133
C -5.8965 1.0859 1.0240
C -4.7216 0.6603 -0.0513
C -3.7947 -0.6270 0.4703
C -2.9988 -0.1554 1.8235
C -1.9818 -1.3082 2.4327
N -0.6849 -0.6449 2.8050
C 0.1165 -0.1407 1.6403
C 0.1726 -1.1046 0.3220
C 1.1469 -2.4439 0.5007
C 1.9496 -2.6139 -0.9546
C 0.9575 -3.0340 -2.1972
C 0.2955 -1.7722 -3.0070
C -0.1223 -2.0809 -4.5614
C -0.7745 -0.6553 -5.1448
C 0.1229 -1.4084 3.8242
S 0.2639 -3.1354 3.8130
S 0.9545 -0.3410 5.1742
C -0.2380 1.0783 5.4883
C 0.4999 2.5530 5.6512
C -0.6697 3.7250 5.7535
P -1.3946 4.2251 4.0335
N -2.9553 3.3358 3.7464
C -0.1526 3.7466 2.6121
C 1.1988 4.7093 2.7327
C 2.5168 4.0929 1.9746
C 3.0269 2.6392 2.5606
C 3.7952 5.1426 2.2219
H -7.0244 3.3771 -2.9716
H -6.1432 4.0627 -1.4262
H -8.0554 4.2677 -1.5667
H -7.1188 1.1804 -1.5579
H -8.6565 2.0291 -0.8747
H -7.7659 2.3795 1.2636
H -6.2719 3.3625 0.6387
H -5.4263 1.4450 2.0565
H -6.5570 0.1283 1.2731
H -5.1869 0.2878 -1.0854
H -3.9991 1.5675 -0.2511
H -2.9824 -0.8098 -0.3681
H -4.4305 -1.5960 0.6455
H -2.4827 0.8709 1.5977
H -3.8260 0.0751 2.6528
H -1.8955 -2.2719 1.7760
H -2.4874 -1.6602 3.4557
H -0.2109 0.9409 1.3141
H 1.2422 -0.0287 2.0220
H 0.7029 -0.4653 -0.5360
H -0.8678 -1.4177 -0.1203
H 1.9616 -2.3026 1.3330
H 0.5363 -3.4192 0.7266
H 2.4493 -1.5708 -1.2470
H 2.8578 -3.3781 -0.8711
H 0.1310 -3.8213 -1.8538
H 1.6337 -3.6179 -2.9855
H 0.9695 -0.8163 -2.9671
H -0.7036 -1.4882 -2.4187
H -0.9566 -2.8892 -4.7046
H 0.8473 -2.2566 -5.1983
H -0.0049 0.2521 -5.0477
H -1.7001 -0.3293 -4.4650
H -1.0917 -0.7314 -6.2686
H -1.0471 1.2274 4.6296
H -0.8724 0.7731 6.4503
H 1.2771 2.7862 4.8078
H 1.0688 2.5588 6.6757
H -0.1805 4.7232 6.1834
H -1.5399 3.4537 6.4951
H -2.7807 2.4439 3.2320
H -3.4383 3.1347 4.6497
H 0.0796 2.6026 2.7863
H -0.6180 3.9497 1.5337
H 0.9810 5.8001 2.3380
H 1.4054 4.8299 3.9012
H 2.3163 3.9609 0.8126
H 2.1321 1.8849 2.5648
H 3.8603 2.1853 1.8669
H 3.4407 2.6905 3.6607
H 3.3860 6.0304 2.8995
H 4.6311 4.5582 2.8122
H 4.1990 5.5718 1.2049
C 6.1281 -4.8131 -5.9960
C 6.2343 -3.9316 -4.7595
C 5.6642 -4.5865 -3.4932
O 4.2311 -4.5633 -3.5385
C 3.6438 -5.7743 -4.0102
N 5.4454 -2.6845 -5.0093
H 5.0980 -4.9191 -6.3457
H 6.7056 -4.3799 -6.8239
H 6.5294 -5.8120 -5.7980
H 7.2761 -3.6315 -4.6039
H 5.9498 -3.9774 -2.6284
H 6.0649 -5.5918 -3.3210
H 4.2759 -6.6493 -3.8340
H 3.4273 -5.6779 -5.0760
H 2.6938 -5.9166 -3.4879
H 5.5855 -2.2860 -5.9451
H 5.6499 -1.9608 -4.3088
H 4.4431 -2.9145 -4.8909

[4]
ORCA calculation (ωB97M-V/def2-TZVPD) on C56H47Cl2ErFINO2P2Si as an isolated structure at a distorted geometry.

The molar mass comes out at 1240.1 g/mol. As for the spin multiplicity: 4. As for the charge: +1. For the largest force on an atom, the calculation gives 0.0434 Eh/bohr. The calculation puts the HOMO energy (spin up / spin down) at -9.7 / -9.7 eV. The orbital gap (spin up / spin down) comes out at 0.260 / 0.261 Ha. The total energy comes out at -154359.1157 eV. As for the energy relative to the best compared isomer or geometry (same formula, charge and spin): 0.00 kcal/mol.

Atoms and positions in Å:
Er -21.6408 0.6810 7.0502
C -22.0420 2.6173 11.7004
Si -21.0275 2.2113 10.1566
C -19.6961 3.5412 9.7766
C -20.2535 0.4524 10.3724
N -22.0698 2.0892 8.7752
C -22.9222 3.0816 8.3954
C -23.0698 4.3701 8.9423
C -24.0598 5.2840 8.5243
C -24.8981 4.9512 7.4799
C -24.7419 3.6917 6.8297
C -23.7777 2.8509 7.2878
F -23.5575 1.6909 6.4657
H -21.4170 2.8944 12.5381
H -22.6430 1.7282 12.0343
H -22.7736 3.4437 11.5316
H -18.7535 3.1851 10.2538
H -19.9063 4.5571 10.2055
H -19.5348 3.6179 8.6787
H -19.1563 0.5822 10.5886
H -20.3060 -0.2091 9.5165
H -20.7207 -0.0945 11.2264
H -22.3478 4.6911 9.6917
H -24.1375 6.2408 9.0042
H -25.5983 5.6692 7.1265
H -25.3311 3.4416 5.9473
I -23.5673 -1.1273 8.7888
C -23.3009 -2.7217 10.3001
C -24.3077 -2.6245 11.2565
C -24.5647 -3.6245 12.2152
C -23.7578 -4.7261 12.2103
C -22.7107 -4.8930 11.2802
C -21.9905 -6.1194 11.3018
C -20.9061 -6.2386 10.4485
C -20.5383 -5.1833 9.5801
C -21.2667 -3.9925 9.4292
P -20.7630 -2.9515 8.0271
C -18.9955 -2.8264 8.3316
C -18.4533 -2.8252 9.6184
C -17.0647 -2.8275 9.8394
C -16.2134 -2.7670 8.7585
C -16.7147 -2.7609 7.4596
C -18.0948 -2.6948 7.2502
C -21.0552 -4.1817 6.6825
C -22.3995 -4.5904 6.5415
C -22.7666 -5.5997 5.6390
C -21.7661 -6.2405 4.9055
C -20.4290 -5.8652 5.0473
C -20.0695 -4.8502 5.9333
C -22.4035 -3.8069 10.3168
H -24.9489 -1.7501 11.2185
H -25.3682 -3.4926 12.9336
H -23.8832 -5.5483 12.9175
H -22.3267 -6.8804 12.0196
H -20.2912 -7.1323 10.4330
H -19.6646 -5.3059 8.9569
H -19.1313 -2.8741 10.4599
H -16.6920 -2.8231 10.8646
H -15.1364 -2.7659 8.9231
H -16.0278 -2.6847 6.6184
H -18.4728 -2.5381 6.2298
H -23.1323 -4.1088 7.1626
H -23.7929 -5.8871 5.5367
H -22.0446 -7.0641 4.2735
H -19.6545 -6.3952 4.5019
H -19.0289 -4.5933 6.0868
Cl -21.4248 1.6060 4.3205
C -22.7393 1.2529 3.2007
C -22.9054 2.1209 2.0960
C -23.8289 1.7448 1.0924
C -24.6658 0.6644 1.3080
C -24.5576 -0.1043 2.4617
C -23.5315 0.1263 3.3892
P -23.0193 -1.0521 4.6856
C -21.7965 -2.0043 3.7037
C -20.4203 -1.8417 3.9292
C -19.4964 -2.5617 3.1795
C -19.9224 -3.3740 2.1298
C -21.2767 -3.5123 1.8484
C -22.2088 -2.7832 2.6094
C -24.6323 -1.8678 4.9602
C -25.6472 -1.0356 5.4540
C -26.9116 -1.5461 5.7321
C -27.2256 -2.8488 5.4305
C -26.2445 -3.6954 4.8824
C -24.9878 -3.1898 4.5767
H -22.2719 2.9827 1.9778
H -23.8727 2.3399 0.1989
H -25.4120 0.4450 0.5717
H -25.2065 -0.9478 2.5894
H -20.0754 -1.1353 4.6847
H -18.4590 -2.4514 3.3969
H -19.1916 -3.8599 1.4950
H -21.6223 -4.1221 1.0365
H -23.2421 -2.7607 2.3090
H -25.4356 0.0164 5.5902
H -27.6677 -0.9085 6.1527
H -28.2232 -3.2229 5.5534
H -26.4822 -4.7462 4.7582
H -24.3003 -3.8220 4.0369
Cl -12.9864 2.1694 7.0626
C -14.7405 1.9878 6.9727
C -15.5760 2.7028 6.0636
C -16.9692 2.4822 5.9864
C -17.5848 1.5934 6.8710
C -16.7495 0.8517 7.7273
C -15.3897 1.0889 7.8443
C -19.0968 1.2890 6.8238
O -19.9476 2.2514 6.7180
O -19.4857 0.0429 6.8857
H -15.1072 3.4203 5.3792
H -17.5529 3.0103 5.2506
H -17.2131 0.1058 8.3647
H -14.7823 0.5831 8.5886

[5]
ORCA calculation (ωB97M-V/def2-TZVPD) on one molecule with the formula C3H2N2O at a distorted geometry.

The molar mass comes out at 82.1 g/mol. As for the charge: 0. For the largest force on an atom, the calculation gives 0.0219 Eh/bohr. The calculation puts the HOMO energy at -9.5 eV. The orbital gap comes out at 0.349 Ha. The total energy comes out at -8168.4417 eV. As for the energy relative to the best compared isomer or geometry (same formula, charge and spin): 29.31 kcal/mol.

Atoms and positions in Å:
N -1.2154 -2.0191 -1.3607
C -0.5253 -1.3202 -0.7460
C 0.2875 -0.3694 -0.0579
O 1.6361 -0.3522 -0.3269
C -0.3163 0.5892 0.6111
N -0.8906 1.5566 1.0944
H 2.1160 -0.2356 0.5023
H -1.0920 2.1505 0.2837

[6]
ORCA calculation (ωB97M-V/def2-TZVPD) on C7H14FeOP as an isolated structure at a distorted geometry.

The molar mass comes out at 201.0 g/mol. As for the spin multiplicity: 6. As for the charge: 0. For the largest force on an atom, the calculation gives 0.0578 Eh/bohr. The calculation puts the HOMO energy (spin up / spin down) at -4.8 / -7.0 eV. The orbital gap (spin up / spin down) comes out at 0.196 / 0.243 Ha. The total energy comes out at -53203.6981 eV. As for the energy relative to the best compared isomer or geometry (same formula, charge and spin): 10.69 kcal/mol.

Atoms and positions in Å:
C 0.7326 2.3567 0.3190
C 2.1917 2.1750 0.3138
C 2.6539 1.7232 -0.9578
C 1.5485 1.7276 -1.8274
C 0.3319 2.1848 -1.1156
Fe -1.1598 0.5908 -0.1450
P -2.3843 0.8848 1.6959
H 0.0841 2.8242 1.1129
H 2.9002 2.5032 1.0572
H 3.6961 1.4944 -1.2288
H -0.5874 2.6044 -1.5850
H 1.6505 1.5791 -2.8983
H -3.6707 1.4304 1.3936
H -2.0674 1.6430 2.8423
H -2.8529 -0.2911 2.3246
C -0.2016 -3.6752 -0.4127
C -0.7458 -2.4348 0.2529
O -0.1667 -1.1689 -0.2146
H -0.2956 -3.6702 -1.5035
H -0.7952 -4.5165 -0.0535
H 0.8401 -3.9039 -0.1603
H -1.8129 -2.3015 0.0747
H -0.6070 -2.4548 1.3340
H 0.7176 -1.3046 -0.6185

[7]
ORCA calculation (ωB97M-V/def2-TZVPD) on C12H10CdCl3GeN2O as an isolated structure.

The molar mass comes out at 489.6 g/mol. As for the spin multiplicity: 2. As for the charge: 0. For the largest force on an atom, the calculation gives 0.0068 Eh/bohr. The calculation puts the HOMO energy (spin up / spin down) at -8.9 / -8.9 eV. The orbital gap (spin up / spin down) comes out at 0.327 / 0.274 Ha. The total energy comes out at -116282.4068 eV. As for the energy relative to the best compared isomer or geometry (same formula, charge and spin): 0.00 kcal/mol.

Atoms and positions in Å:
Cd 1.8579 -0.5521 -1.8159
N 4.5220 -0.1796 1.7052
C 3.6589 0.0242 0.7016
O 3.5368 -0.8065 -0.2030
C 2.8289 1.2884 0.7531
C 2.4598 1.7847 -0.6007
H 5.0439 -1.0389 1.7341
H 4.6283 0.4884 2.4461
H 3.3772 2.0675 1.2984
H 1.9389 1.0599 1.3450
H 3.2340 1.9992 -1.3270
H 1.4988 2.2587 -0.7380
N -7.2083 -0.0227 2.6705
C -6.1906 -0.0448 2.1369
C -4.9067 -0.0848 1.4703
C -4.4158 -1.2933 0.9876
C -3.1818 -1.3365 0.3660
C -2.4186 -0.1762 0.2192
C -2.9302 1.0338 0.6953
C -4.1640 1.0827 1.3165
C -1.1309 -0.2495 -0.4154
C -0.0428 -0.3722 -0.9364
H -5.0041 -2.1939 1.0989
H -2.7940 -2.2730 -0.0109
H -2.3481 1.9367 0.5689
H -4.5576 2.0207 1.6838
Cl 2.9236 -2.1799 -6.1607
Ge 4.1178 -1.7974 -4.3394
Cl 3.0720 0.3860 -3.8525
Cl 2.5946 -2.8297 -2.7974

[8]
ORCA calculation (ωB97M-V/def2-TZVPD) on an isolated ion of composition C12H13N2O and charge +1 at a distorted geometry.

The molar mass comes out at 201.2 g/mol. As for the charge: +1. For the largest force on an atom, the calculation gives 0.0737 Eh/bohr. The calculation puts the HOMO energy at -12.7 eV. The orbital gap comes out at 0.333 Ha. The total energy comes out at -17674.1628 eV. As for the energy relative to the best compared isomer or geometry (same formula, charge and spin): 59.92 kcal/mol.

Atoms and positions in Å:
N 1.5780 -1.8725 -1.5480
C 1.5165 -0.8825 -0.6913
N 1.6839 -1.1086 0.5883
C 1.8023 -0.1083 1.5592
C 2.1052 1.1423 1.1741
C 2.2697 1.2866 -0.3024
C 1.1235 0.5406 -1.1036
C -0.3172 1.5618 -0.7854
O -0.1958 2.7114 -1.0781
C -1.4057 0.8734 -0.1212
C -2.5193 1.6248 0.2577
C -3.6538 1.0075 0.7557
C -3.5693 -0.2339 1.2795
C -2.3585 -0.9315 1.0814
C -1.4016 -0.4832 0.2283
H 1.6068 -1.8294 -2.6178
H 1.8035 -2.7325 -1.1297
H 1.8733 -2.0394 0.9170
H 1.4225 -0.4286 2.5486
H 2.2407 2.0169 1.7837
H 3.2363 0.8731 -0.6767
H 2.3479 2.4671 -0.5407
H 1.1836 0.7101 -2.1197
H -2.4468 2.7112 0.1644
H -4.5636 1.4487 0.9717
H -4.3943 -0.7726 1.7383
H -2.3146 -1.9168 1.4921
H -0.5721 -1.0049 0.0015